1.
27
Properties=species:S:1:pos:R:3:lowdin_charge:R:1 method="wB97M-V/def2-TZVPD" orbital_gap_ev=8.202 energy_ev=-16614.09214 homo_ev=-7.574 e_lumo_ev=0.6
O -1.47 -2.52 0.82 0.05
O 0.08 -0.91 -2.30 -0.07
O 3.17 0.85 0.19 -0.07
O 2.29 -1.63 -0.99 -0.07
N -2.30 1.32 -1.36 0.01
N 0.46 1.56 -0.60 0.12
C -1.82 1.09 -0.02 -0.18
C -0.82 -0.66 2.12 -0.15
C -0.09 0.61 1.65 -0.14
C -0.56 -1.81 1.17 -0.26
C -0.50 1.07 0.25 -0.37
H 0.98 0.44 1.63 0.09
H -0.39 -0.90 3.10 0.12
H -0.25 1.43 2.35 0.12
H 1.43 1.27 -0.42 0.04
H -2.31 2.30 -1.61 0.07
H 1.47 -1.19 -0.74 -0.01
H -1.87 -0.49 2.22 0.10
H 3.25 0.19 -0.52 0.03
H 3.17 0.25 0.95 0.05
H -0.64 -0.39 -2.70 0.05
H -0.48 -1.58 -1.87 0.06
H -2.53 1.02 0.79 0.10
H -3.22 0.92 -1.49 0.07
H 2.25 -1.79 -1.93 0.05
H 0.47 -2.00 0.84 0.12
H 0.21 1.55 -1.57 0.08

=====

2.
24
Properties=species:S:1:pos:R:3:lowdin_charge:R:1 method="wB97M-V/def2-TZVPD" orbital_gap_ev=8.248 energy_ev=-19257.90660 homo_ev=-7.655 e_lumo_ev=0.6 smiles=CCCS.NCCN
S -0.81 1.38 -0.01 0.59
N 1.16 -2.50 0.44 -0.02
N -1.72 -0.53 2.06 -0.03
C -0.20 -1.96 0.60 -0.31
C -0.50 -1.44 2.02 -0.22
C 1.03 1.66 -2.17 -0.33
C 1.25 0.14 -2.24 -0.14
C 0.63 2.13 -0.78 -0.63
H 1.75 -1.69 0.13 0.06
H 1.35 -0.25 -3.27 0.08
H -0.65 -2.33 2.69 0.12
H 1.47 1.96 -0.12 0.06
H 1.12 -3.09 -0.41 0.08
H 0.44 3.19 -0.86 0.05
H -1.75 0.01 2.92 0.11
H 0.28 -0.78 2.42 0.12
H -2.54 -1.13 2.00 0.11
H 0.18 1.90 -2.84 0.11
H 2.13 -0.13 -1.63 0.06
H 1.98 2.13 -2.52 0.11
H 0.42 -0.34 -1.70 0.02
H -0.29 -1.22 -0.17 0.02
H -0.86 -2.82 0.38 0.12
H -1.38 0.47 1.07 -0.12

=====

3.
24
Properties=species:S:1:pos:R:3:lowdin_charge:R:1 method="wB97M-V/def2-TZVPD" orbital_gap_ev=10.565 energy_ev=-9909.19569 homo_ev=-13.156 e_lumo_ev=-2.6 total_charge=+1
N -1.01 1.33 0.76 0.11
N -1.80 -1.16 1.26 0.05
N -0.06 -2.45 0.39 -0.03
C -1.21 -2.29 1.03 -0.26
C 0.51 2.74 -0.65 -0.25
C 1.59 2.68 -1.73 -0.09
C 0.20 1.35 -0.13 -0.21
C 0.55 -3.75 0.14 -0.05
H -1.33 0.26 1.03 0.07
H 0.38 -1.63 0.02 0.12
H -2.66 -1.34 1.76 0.08
H -0.84 1.88 1.60 0.15
H 0.06 -4.50 0.76 0.09
H 1.23 2.14 -2.61 0.08
H -0.02 0.67 -0.95 0.12
H 2.49 2.19 -1.36 0.08
H -1.80 1.75 0.29 0.15
H 1.02 0.92 0.46 0.13
H 0.45 -4.03 -0.91 0.09
H 1.61 -3.73 0.39 0.09
H -0.40 3.15 -1.08 0.12
H 0.82 3.37 0.18 0.12
H -1.66 -3.22 1.37 0.14
H 1.89 3.68 -2.03 0.08

=====

4.
24
Properties=species:S:1:pos:R:3:lowdin_charge:R:1 method="wB97M-V/def2-TZVPD" orbital_gap_ev="10.371 / 6.025" energy_ev=-9895.26231 multiplicity=2 s_squared=0.7737 homo_ev="-17.229 / -17.225" e_lumo_ev="-6.9 / -11.2" total_charge=+2
N 1.54 1.18 -2.29 0.09
N 0.22 -0.82 2.75 0.18
N -2.05 0.42 0.20 0.01
C -1.80 -0.07 1.55 -0.22
C 0.29 0.48 -2.30 -0.10
C 2.05 1.31 -0.94 -0.06
C 0.05 -0.79 -2.76 0.20
C -0.38 -0.70 1.43 -0.20
H 0.41 0.13 3.11 0.19
H -0.51 1.09 -1.83 0.13
H 1.44 2.00 -0.34 0.11
H -2.42 -0.91 1.85 0.13
H -1.85 -0.37 -0.38 0.04
H 0.27 -0.09 0.79 0.10
H -0.56 -1.17 3.35 0.20
H -0.35 -1.71 0.99 0.15
H 2.22 0.33 -0.43 0.11
H 1.02 -1.49 2.72 0.20
H 3.05 1.74 -1.02 0.11
H 0.88 -1.33 -3.29 0.12
H -3.03 0.65 0.04 0.11
H 2.23 0.63 -2.81 0.16
H -1.82 0.74 2.32 0.14
H -0.92 -1.26 -2.70 0.10

=====

5.
25
Properties=species:S:1:pos:R:3:lowdin_charge:R:1 method="wB97M-V/def2-TZVPD" orbital_gap_ev="10.933 / 5.256" energy_ev=-11942.16583 multiplicity=2 s_squared=0.7556 homo_ev="-18.009 / -18.006" e_lumo_ev="-7.1 / -12.8" total_charge=+2
O 2.44 -2.72 1.40 -0.04
N -0.45 2.72 0.04 0.21
N 1.82 0.52 0.16 0.20
N 0.75 -1.54 0.27 0.05
C -1.57 2.04 -0.48 -0.12
C -1.61 -0.76 -0.47 -0.15
C -0.63 -1.02 0.70 -0.09
C -1.44 0.52 -1.27 -0.06
C 1.69 -0.77 -0.23 -0.12
H -0.85 3.25 0.84 0.17
H -1.62 -1.56 -1.20 0.14
H -0.49 0.74 -1.71 0.10
H 1.04 1.01 0.56 0.07
H -2.26 0.58 -2.01 0.14
H -1.02 -1.86 1.34 0.15
H -2.22 1.71 0.34 0.13
H -2.26 2.65 -1.07 0.17
H -2.60 -0.61 -0.05 0.13
H 0.60 -2.43 -0.19 0.17
H -0.01 3.42 -0.59 0.17
H 2.90 -3.48 1.80 0.09
H 2.62 1.03 -0.16 0.14
H 2.60 -1.18 -0.66 0.17
H -0.44 -0.22 1.47 0.14
H 3.03 -2.01 1.17 0.03

=====

6.
25
Properties=species:S:1:pos:R:3:lowdin_charge:R:1 method="wB97M-V/def2-TZVPD" orbital_gap_ev=8.551 energy_ev=-20742.50708 homo_ev=-11.535 e_lumo_ev=-3.0 total_charge=+1
S 1.46 0.66 0.23 0.76
N -1.99 -1.31 0.73 0.23
N -2.10 -0.58 -1.56 0.02
N -2.30 0.89 0.17 0.23
C 1.82 -0.75 1.38 -0.53
C -1.42 0.27 -2.54 -0.08
C 2.55 0.68 -1.17 -0.43
C -2.11 -0.40 -0.19 -0.42
C 2.14 -0.16 2.79 -0.18
H -2.51 1.51 -0.48 0.06
H 2.56 -1.41 0.98 0.06
H -2.60 -1.47 -1.88 0.20
H 2.82 0.73 2.74 0.08
H 1.85 0.63 -2.11 0.05
H 0.96 -1.43 1.39 0.03
H -2.18 0.48 -3.41 0.13
H -1.66 -2.19 0.55 0.10
H -0.67 -0.31 -3.13 0.09
H -2.28 1.37 1.07 0.16
H 3.07 1.60 -1.32 0.01
H -1.01 1.20 -2.38 0.05
H 2.48 -0.96 3.49 0.07
H 3.22 -0.21 -1.23 0.06
H -1.59 -1.03 1.65 0.16
H 1.09 0.08 3.31 0.10